No. 1
Here is a structure of composition C37H42N4P2PdS in a non-equilibrium geometry from the OMol25 dataset. Energies are from ωB97M-V/def2-TZVPD.

Results
HOMO (spin up / spin down) = -0.13 / -0.13 eV
frontier orbital gap (spin up / spin down) = 4.6 / 4.6 eV
LUMO level (spin up / spin down) = 4.5 / 4.5 eV
charge = -2

```
87
Properties=species:S:1:pos:R:3:forces:R:3
Pd 1.638 -0.909 1.159 0.67 0.28 -0.70
S 1.617 -1.662 3.406 -0.04 -0.14 0.01
P -0.215 -1.832 0.147 0.53 0.39 -0.32
P -1.002 1.966 0.102 0.41 0.27 -0.07
N 2.455 -0.957 -0.754 -0.81 -0.44 0.60
N 2.060 -0.405 5.693 0.03 0.08 0.08
N -0.113 -0.218 4.799 0.04 0.09 0.03
N -0.868 0.021 -1.983 -0.21 -0.41 0.62
C -1.051 -4.518 -0.246 0.14 0.04 -0.02
C 4.587 0.008 0.157 0.10 -0.01 -0.12
C 1.638 1.536 1.233 0.06 0.04 -0.50
C -3.082 -2.108 2.978 -0.05 -0.02 0.08
C -2.759 -0.770 -3.311 0.03 -0.20 0.07
C 0.632 2.196 3.736 -0.02 0.24 0.05
C -2.267 4.315 -0.898 0.16 -0.21 0.02
C -4.192 0.812 -4.451 -0.08 -0.04 -0.07
C 0.111 4.473 -0.695 -0.03 -0.04 0.01
C 3.661 0.756 -2.066 0.24 -0.05 0.19
C -3.018 -1.449 0.280 0.05 -0.05 0.02
C 0.068 5.768 -1.186 0.07 0.04 0.00
C 3.753 -0.434 -1.063 -0.24 0.36 0.01
C 2.335 1.112 2.348 -0.06 -0.29 -0.21
C 1.311 -0.204 4.435 -0.13 -0.02 0.14
C -1.843 -1.821 0.931 -0.20 0.23 0.13
C -0.140 1.100 -1.344 0.35 0.33 -0.02
C -0.819 -5.850 -0.557 0.02 -0.09 -0.03
C -2.338 1.576 -3.100 -0.04 -0.07 0.07
C -3.420 1.835 -3.919 0.00 0.04 0.04
C -0.462 -1.339 -1.630 0.21 -0.01 -0.36
C -2.318 5.616 -1.376 -0.07 0.17 -0.07
C -4.256 -1.764 2.320 -0.04 0.01 0.01
C 0.000 -3.602 -0.237 -0.12 -0.31 0.01
C 0.331 2.106 1.294 -0.35 -0.34 0.39
C 4.508 -1.579 -1.776 -0.05 0.02 0.12
C -1.148 6.345 -1.531 -0.03 0.05 -0.01
C -1.880 -2.125 2.294 0.01 0.01 -0.10
C -1.051 3.717 -0.565 -0.18 -0.04 -0.16
C -1.961 0.258 -2.753 -0.19 0.02 -0.45
C -3.836 -0.491 -4.129 -0.10 0.05 -0.05
C 1.285 -4.035 -0.556 0.06 -0.06 -0.01
C -0.069 2.492 2.619 -0.01 -0.06 -0.09
C 1.748 1.188 3.737 0.12 0.04 0.30
C 1.511 -5.364 -0.878 0.02 -0.05 -0.02
C 0.464 -6.277 -0.876 -0.02 -0.01 0.00
C -4.219 -1.424 0.976 -0.07 -0.01 -0.04
H 2.997 -0.692 5.428 0.00 -0.01 0.01
H 0.986 6.336 -1.290 0.00 0.01 -0.01
H -0.310 0.632 5.326 -0.02 -0.04 -0.03
H 3.136 0.429 -2.964 -0.04 -0.03 -0.03
H 4.668 -2.402 -1.076 -0.05 -0.01 0.02
H 2.550 1.562 4.398 -0.07 -0.12 -0.05
H 3.915 -1.947 -2.617 -0.02 0.00 0.02
H 1.045 4.026 -0.371 0.03 0.02 -0.01
H -0.955 3.120 2.730 -0.01 -0.02 -0.06
H -3.008 -1.156 -0.763 0.03 -0.04 0.06
H -2.553 -1.813 -3.106 -0.02 0.16 -0.04
H -1.107 -2.064 -2.121 0.07 0.05 0.19
H 5.484 -1.243 -2.143 0.05 0.06 -0.08
H -3.095 -2.335 4.037 0.01 0.00 0.01
H 3.092 1.574 -1.618 -0.01 -0.02 -0.02
H 0.764 0.639 -0.940 0.07 -0.05 -0.04
H 2.517 -5.688 -1.122 -0.02 -0.02 0.00
H -5.125 -1.124 0.461 -0.01 0.01 0.01
H 4.648 1.150 -2.350 0.02 0.00 -0.04
H -1.184 7.361 -1.908 0.00 0.00 0.01
H 5.664 -0.090 -0.027 0.01 0.04 -0.03
H -4.413 -1.324 -4.516 -0.01 0.01 -0.02
H 0.207 1.829 -2.089 -0.15 -0.05 0.05
H -0.626 -0.086 3.930 -0.04 -0.02 0.00
H 0.566 -1.515 -1.993 -0.06 0.14 0.08
H 4.315 -0.611 1.014 0.12 -0.06 0.01
H -3.662 2.871 -4.133 0.00 -0.02 -0.01
H 0.648 -7.319 -1.115 -0.01 0.00 0.00
H 3.399 0.938 2.259 -0.01 0.10 0.08
H 0.338 2.660 4.676 0.05 -0.03 -0.01
H 2.199 1.558 0.298 -0.18 -0.04 0.08
H -1.643 -6.555 -0.547 0.02 -0.01 0.00
H -3.179 3.739 -0.786 -0.05 -0.03 0.01
H -1.791 2.415 -2.715 0.20 0.12 0.12
H 4.390 1.051 0.411 -0.03 -0.02 0.03
H -5.195 -1.736 2.862 0.00 0.01 -0.01
H 2.091 -3.304 -0.544 -0.01 0.07 -0.01
H -2.053 -4.194 0.005 -0.06 0.03 0.03
H 2.163 0.496 6.159 -0.03 -0.04 -0.01
H -5.041 1.022 -5.090 0.01 -0.01 0.01
H -0.951 -2.333 2.817 0.03 -0.02 0.05
H -3.275 6.063 -1.628 0.03 0.00 0.00
```
Forces are in eV/Å.

***

No. 2
Here is a structure of composition C37H43BCl2F4N5O3PTc in a non-equilibrium geometry from the OMol25 dataset. Energies are from ωB97M-V/def2-TZVPD.

Results
HOMO (spin up / spin down) = -8.03 / -8.25 eV
frontier orbital gap (spin up / spin down) = 7.2 / 6.2 eV
LUMO level (spin up / spin down) = -0.9 / -2.0 eV
spin multiplicity = 4
expectation value of S² = 3.78

```
97
Properties=species:S:1:pos:R:3:forces:R:3
Tc 0.039 0.251 -0.368 1.06 -0.26 0.48
Cl 5.356 2.582 3.263 -0.01 0.01 -0.01
Cl 3.929 5.238 2.231 0.00 -0.02 0.00
P -2.061 -0.128 1.161 -0.35 -0.11 0.26
F 0.369 -0.996 -4.100 -0.15 -0.06 0.08
F 0.349 -3.150 -3.257 -0.07 0.24 -0.04
F -0.275 -1.375 -1.899 -0.37 0.04 -0.30
F -1.634 -2.064 -3.661 0.29 0.11 0.14
O 3.561 0.272 -2.800 -0.15 0.06 0.07
O -0.412 4.309 0.008 -0.03 0.16 0.07
O 2.115 -1.040 3.158 -0.07 0.04 0.12
N 1.358 -0.006 1.244 -0.23 0.26 -0.04
N 1.591 0.521 -1.504 0.34 0.02 -0.31
N 0.290 2.126 0.275 -0.17 -0.06 -0.01
N 0.516 -2.381 0.345 -0.01 0.01 0.07
N -1.212 1.347 -1.719 -0.22 -0.01 -0.28
C -0.857 1.259 3.374 -0.01 -0.10 0.11
C 2.037 3.601 1.267 -0.10 0.07 -0.04
C -1.962 3.554 -2.220 -0.06 0.10 -0.07
C 0.785 -4.723 1.816 0.01 -0.01 0.03
C 1.132 -3.502 2.368 0.07 -0.07 0.02
C 2.046 1.199 1.536 -0.01 -0.19 0.08
C -0.004 1.029 4.634 -0.06 -0.06 -0.02
C -3.585 -3.605 -0.622 -0.03 0.05 0.05
C -4.095 -2.149 1.757 0.00 -0.02 -0.10
C -0.427 3.135 -0.299 0.18 -0.13 -0.06
C -5.030 -3.613 -0.079 0.06 0.05 0.02
C 3.849 2.521 2.419 -0.05 0.07 -0.02
C 0.357 -4.757 0.499 -0.07 0.00 -0.01
C -3.366 2.371 1.671 -0.09 0.01 -0.11
C -5.621 1.607 -0.212 0.02 0.04 0.05
C -5.286 -2.412 0.837 0.08 -0.02 -0.03
C -1.891 0.879 -2.774 0.05 0.04 0.09
C -1.524 -0.058 2.941 -0.02 0.08 -0.08
C -0.636 -0.032 5.550 -0.03 0.04 -0.06
C 0.230 -3.566 -0.201 -0.12 0.10 0.02
C -2.617 1.721 -3.597 -0.03 0.01 -0.04
C 3.256 1.288 2.210 0.03 -0.12 0.06
C -2.155 -0.006 5.405 0.03 -0.03 -0.01
C 3.232 3.679 1.960 0.07 -0.05 0.04
C -2.657 3.076 -3.321 -0.03 0.02 -0.01
C -1.252 2.661 -1.452 0.03 -0.12 0.02
C -2.791 -1.833 0.965 0.01 0.05 -0.09
C 1.523 -1.062 2.092 0.20 -0.03 -0.26
C -5.795 2.567 0.980 0.04 0.00 -0.04
C -3.554 0.970 1.054 0.09 0.12 -0.15
C -2.972 -2.212 -0.517 0.01 -0.08 0.04
C -4.163 1.141 -0.346 -0.09 -0.01 0.12
C 2.583 0.384 -2.164 -0.14 -0.09 0.12
C -2.585 -0.444 3.990 0.05 0.02 0.07
C 1.456 2.360 1.043 -0.16 0.05 -0.08
C 1.001 -2.370 1.582 -0.11 0.03 -0.03
C -4.499 3.328 1.246 0.01 -0.06 -0.03
B -0.280 -1.926 -3.329 0.08 -0.18 -0.04
H -2.510 1.009 5.606 0.00 -0.02 0.00
H 1.001 0.719 4.350 0.04 0.01 0.00
H -4.357 -1.362 2.457 0.01 -0.01 0.03
H -3.555 -3.944 -1.658 0.00 0.00 0.02
H -5.207 -4.534 0.480 -0.03 -0.02 -0.01
H -6.180 -2.580 1.440 -0.01 0.01 -0.01
H -5.483 -1.518 0.235 -0.02 -0.02 0.03
H -0.260 -1.027 5.285 -0.01 0.02 0.02
H -2.405 2.795 1.372 0.02 0.01 0.07
H 0.118 -5.691 0.007 0.01 0.04 0.01
H -6.613 3.262 0.788 -0.02 -0.01 0.01
H -4.649 4.077 2.024 0.03 0.03 -0.02
H -6.280 0.743 -0.095 0.00 0.01 0.00
H -3.919 -3.041 2.365 0.00 0.00 0.00
H -0.347 0.142 6.587 0.02 -0.02 0.00
H -2.632 -0.654 6.141 -0.01 0.02 0.00
H 1.568 4.502 0.911 0.01 0.00 0.00
H -2.025 -2.163 -1.044 0.03 -0.05 0.04
H -3.353 2.292 2.757 -0.05 -0.01 -0.03
H -0.247 1.684 2.589 0.03 0.07 -0.08
H -0.750 -0.831 2.960 0.05 -0.04 0.02
H -5.748 -3.604 -0.901 0.00 0.00 -0.01
H -2.967 -4.300 -0.046 0.04 -0.03 -0.01
H -3.638 -1.511 -1.022 0.07 -0.04 -0.02
H 3.742 0.401 2.584 -0.01 0.04 -0.01
H -4.113 0.234 -0.943 -0.03 0.05 0.00
H -3.550 0.013 3.757 0.02 0.01 0.02
H -1.992 -2.472 1.356 0.04 -0.03 -0.01
H -3.219 3.753 -3.951 0.03 -0.02 0.01
H -0.091 -3.564 -1.232 -0.04 0.01 0.04
H -6.071 2.007 1.879 0.00 0.00 0.00
H -1.851 -0.180 -2.961 -0.05 -0.01 0.01
H -5.919 2.106 -1.138 0.01 -0.02 0.01
H 0.874 -5.634 2.394 0.01 0.01 -0.02
H -3.600 1.903 -0.877 0.07 0.05 -0.07
H -3.136 1.299 -4.447 0.01 0.01 0.02
H -4.212 3.875 0.342 0.00 -0.02 0.02
H 1.539 -3.404 3.365 -0.03 0.02 -0.01
H 0.089 1.977 5.168 -0.01 0.00 0.00
H -1.632 1.992 3.595 0.03 -0.02 0.01
H -4.298 0.434 1.648 0.00 -0.02 0.08
H -1.939 4.599 -1.943 0.00 -0.01 0.01
H -2.729 -1.525 3.980 -0.02 0.00 -0.01
```
Forces are in eV/Å.

***

Q: Which formula does entry 1 have?
A: C37H42N4P2PdS